Entry 1:
Entry from the OMol25 dataset: C28H20AuF9IN5P as an isolated structure (ωB97M-V/def2-TZVPD).

Summary:
LUMO level = 2.39 eV
Multiplicity = 1
Orbital gap = 7.862 eV
Energy above the lowest of the compared OMol25 structures with the same formula, charge and spin = 0.000 eV
Maximum force = 0.16 eV Å⁻¹
E_tot = -3026.4780 a.u.
Total charge = -1

Positions of all 65 atoms, in Å:
Au1 -0.022888 -1.453036 1.174570
N1 -2.178352 1.348592 3.832552
N2 -2.638560 0.943312 2.586804
N3 -3.271998 -0.186525 2.410624
C1 -3.518882 -0.135648 1.106807
N4 -3.070875 0.993389 0.544987
N5 -2.498279 1.674056 1.514765
H1 -1.409378 0.710699 4.064783
H2 -1.750994 2.254677 3.662311
H3 -4.009270 -0.926197 0.567236
F1 8.097857 3.530728 -1.258079
C2 7.685142 2.688037 -2.220467
F2 8.691069 1.814890 -2.435885
F3 7.574543 3.417398 -3.352371
C3 6.402487 1.994016 -1.875029
C4 5.969740 0.951100 -2.683006
C5 4.774019 0.310105 -2.401635
C6 3.997422 0.698633 -1.310767
C7 4.457549 1.736373 -0.500874
C8 5.646167 2.391241 -0.782405
P1 2.391499 -0.063259 -0.811897
C9 1.264862 1.156322 -1.607233
C10 0.084665 1.476352 -0.947320
C11 -0.804304 2.401118 -1.483601
C12 -0.497861 3.019554 -2.682045
C13 0.683687 2.718269 -3.354343
C14 1.557468 1.792873 -2.816351
C15 -1.446441 4.004549 -3.298332
F4 -2.348458 4.476223 -2.425074
F5 -0.798997 5.073663 -3.811673
F6 -2.142638 3.463462 -4.322349
C16 2.332545 -1.486570 -1.962378
C17 3.129342 -2.579213 -1.623401
C18 3.141856 -3.721327 -2.406250
C19 2.330454 -3.785038 -3.529579
C20 1.507527 -2.718773 -3.861395
C21 1.511206 -1.573579 -3.081643
C22 2.330797 -5.001685 -4.404224
F7 2.912192 -6.064387 -3.816965
F8 1.087819 -5.379814 -4.756527
F9 3.000174 -4.792132 -5.562471
H4 6.567082 0.640395 -3.531135
H5 4.444716 -0.502293 -3.037409
H6 3.877614 2.029540 0.367141
H7 5.990314 3.195728 -0.147338
H8 -0.151280 0.994862 -0.005391
H9 -1.724788 2.619016 -0.960123
H10 0.918111 3.212823 -4.288289
H11 2.479805 1.568576 -3.338799
H12 3.739926 -2.538782 -0.727946
H13 3.763779 -4.563252 -2.135333
H14 0.847739 -2.787097 -4.716143
H15 0.849467 -0.757109 -3.337705
I1 0.915961 -0.436187 3.443871
C23 -1.705591 -3.514028 -2.914089
C24 -2.034706 -2.200075 -2.613126
C25 -1.552586 -1.601993 -1.452158
C26 -0.727670 -2.285612 -0.548269
C27 -0.409722 -3.610946 -0.884395
C28 -0.886949 -4.217555 -2.039742
H16 -2.076426 -3.983859 -3.817664
H17 -2.672296 -1.632095 -3.282719
H18 -1.835977 -0.574828 -1.250592
H19 0.228743 -4.188493 -0.225040
H20 -0.613319 -5.243240 -2.262569

Atomic forces in eV per Å
0.1 0.0 0.1
0.0 0.0 0.0
0.0 0.0 0.1
0.0 0.0 0.0
0.0 0.0 0.0
0.0 0.0 0.0
0.0 -0.1 -0.1
0.0 0.0 0.0
0.0 0.0 0.0
0.0 0.0 0.0
0.0 0.0 0.0
0.0 0.0 0.0
0.0 0.0 0.0
0.0 0.0 0.0
0.0 0.0 0.0
0.0 0.0 0.0
0.0 0.0 0.0
0.0 0.0 0.0
0.0 0.0 0.0
0.0 0.0 0.0
0.0 0.1 0.0
0.0 0.0 0.0
0.0 0.0 0.0
0.0 0.0 0.0
0.0 0.0 0.0
0.0 0.0 0.0
0.0 0.0 0.0
0.0 0.0 0.0
0.0 0.0 0.0
0.0 0.0 0.0
0.0 0.0 0.0
0.0 0.0 0.0
0.0 0.0 0.0
0.0 0.0 0.0
0.0 0.0 0.0
0.0 0.0 0.0
0.0 0.0 0.0
0.0 0.0 0.0
0.0 0.0 0.0
0.0 0.0 0.0
0.0 0.0 0.0
0.0 0.0 0.0
0.0 0.0 0.0
0.0 0.0 0.0
0.0 0.0 0.0
0.0 0.0 0.0
0.0 0.0 0.0
0.0 0.0 0.0
0.0 0.0 0.0
0.0 0.0 0.0
0.0 0.0 0.0
0.0 0.0 0.0
0.0 0.0 0.0
0.0 0.0 -0.1
0.0 0.0 0.0
0.0 0.0 0.0
0.0 0.0 0.0
0.0 0.0 0.0
0.0 0.0 0.0
0.0 0.0 0.0
0.0 0.0 0.0
0.0 0.0 0.0
0.0 0.0 0.0
0.0 0.0 0.0
0.0 0.0 0.0

---

Entry 2:
Entry from the OMol25 dataset: C28H20Br2ClNOPTb as an isolated structure (ωB97M-V/def2-TZVPD).

Summary:
LUMO level (alpha / beta) = -7.46 / -7.37 eV
Multiplicity = 7
Orbital gap (alpha / beta) = 5.829 / 5.937 eV
Energy above the lowest of the compared OMol25 structures with the same formula, charge and spin = 0.000 eV
Maximum force = 3.66 eV Å⁻¹
E_tot = -7982.5024 a.u.
Total charge = +2

Positions of all 55 atoms, in Å:
Tb1 0.358828 -2.182981 -1.027964
C1 -2.049972 -2.150937 2.017245
C2 -0.599249 -2.244823 2.223604
C3 -0.205106 -2.066449 3.583994
C4 1.087415 -2.352580 3.988405
C5 2.029497 -2.720699 3.002116
C6 3.404865 -2.920128 3.281303
Br1 4.192531 -2.582697 5.007727
C7 4.306079 -3.181606 2.271106
C8 3.872486 -3.194076 0.952430
Br2 5.087193 -3.362234 -0.489310
C9 2.522265 -3.224907 0.641877
O1 2.151668 -3.457874 -0.621576
C10 1.574385 -2.895944 1.647995
N1 0.277918 -2.557460 1.305492
H1 -2.675263 -2.375742 2.850315
H2 -2.329608 -2.794032 1.157903
H3 -2.407560 -1.130231 1.665224
H4 -0.945443 -1.843445 4.316680
H5 1.456356 -2.416904 5.029010
H6 5.377656 -3.257344 2.514874
Cl1 -2.365012 -1.750095 -1.548448
C11 -3.065265 -0.067934 -1.907724
C12 -4.073706 -0.052656 -2.906728
C13 -4.619394 1.127727 -3.319970
C14 -4.265404 2.342576 -2.607948
C15 -3.368303 2.311613 -1.542591
C16 -2.694287 1.083647 -1.258777
P1 -1.288070 0.886970 -0.005828
C17 0.138120 0.310659 -0.995292
C18 0.117112 0.089475 -2.412249
C19 1.154385 -0.493604 -3.128016
C20 2.398348 -0.718634 -2.432477
C21 2.478366 -0.347812 -1.063030
C22 1.393210 0.217491 -0.372473
C23 -0.664114 2.556110 0.111827
C24 -0.393156 3.201097 1.307064
C25 0.228482 4.440041 1.339756
C26 0.625090 5.104195 0.194951
C27 0.286951 4.460809 -1.049283
C28 -0.477145 3.322320 -1.077251
H7 -4.328864 -1.031789 -3.344246
H8 -5.367281 1.174100 -4.115514
H9 -4.693917 3.300152 -2.930318
H10 -3.266035 3.205915 -0.864605
H11 -0.739346 0.434636 -3.028708
H12 1.133911 -0.598223 -4.224913
H13 3.309229 -1.030774 -3.004506
H14 3.466128 -0.544914 -0.581964
H15 1.502125 0.518697 0.674395
H16 -0.726678 2.748637 2.247678
H17 0.435522 4.832249 2.331453
H18 1.298985 5.997548 0.260054
H19 0.680604 4.864493 -1.972872
H20 -0.737551 3.018388 -2.089874

Atomic forces in eV per Å
1.6 -2.5 0.8
-1.2 1.2 -3.2
0.1 0.6 3.0
1.4 -0.8 0.0
-0.3 -0.2 -0.2
0.3 -0.3 -0.5
0.6 0.1 0.2
-0.7 -0.3 -0.6
0.6 0.6 0.6
-0.1 -0.9 -0.3
-0.1 0.0 0.4
0.0 0.3 -0.6
-2.3 1.2 -0.4
1.0 1.0 1.4
0.2 -0.9 -1.5
0.0 -0.4 0.8
-0.1 0.0 0.6
0.7 -0.9 0.5
-0.5 0.2 0.3
-0.6 0.5 -0.6
-0.7 0.0 -0.3
-0.7 1.0 -0.2
-1.3 0.4 -1.1
1.0 -1.9 0.2
0.2 2.0 1.0
-0.1 -1.0 -0.5
-0.3 -0.2 0.2
1.4 -0.4 1.1
-1.2 0.5 0.2
0.5 1.2 -2.0
-1.1 0.5 -0.4
2.2 0.5 0.6
-0.7 0.5 -0.4
1.3 -0.4 -0.7
0.1 -0.6 0.2
-0.7 1.9 -0.9
-0.5 -0.8 0.4
0.2 0.6 0.7
0.6 -0.9 -0.9
0.6 1.6 1.4
1.2 -0.6 0.0
-0.1 0.7 0.0
0.3 -0.1 0.3
0.0 -0.5 0.3
0.3 -1.1 -1.1
0.3 -0.5 0.8
-0.2 -0.1 0.7
-1.0 -0.1 0.8
-1.0 0.4 -0.2
0.0 -0.2 -0.3
0.4 0.0 -0.3
0.0 0.2 -0.2
-1.0 -0.9 -0.3
-0.4 0.2 -0.1
-0.1 -0.6 0.4

---

Entry 3:
Entry from the OMol25 dataset: C28H20ClIKN5O2 as an isolated structure (ωB97M-V/def2-TZVPD).

Summary:
LUMO level = 4.23 eV
Multiplicity = 1
Orbital gap = 6.210 eV
Energy above the lowest of the compared OMol25 structures with the same formula, charge and spin = 0.114 eV
Maximum force = 0.68 eV Å⁻¹
E_tot = -2861.2750 a.u.
Total charge = -2

Positions of all 58 atoms, in Å:
K1 0.642357 -0.496234 0.752640
O1 -0.863576 3.686609 2.470876
C1 -0.565365 2.485019 2.216108
N1 0.483301 1.994569 1.602972
C2 1.413046 2.992950 1.159282
C3 2.255902 2.568062 -0.024963
C4 3.200870 3.468910 -0.531180
C5 3.978182 3.099971 -1.611201
C6 3.800342 1.835344 -2.163790
C7 2.843074 1.008421 -1.603931
N2 2.089279 1.366593 -0.561427
C8 -1.567659 1.440690 2.704991
C9 -2.278872 1.712090 3.874009
C10 -3.168151 0.769040 4.355123
C11 -3.339297 -0.412678 3.645631
C12 -2.612895 -0.581571 2.478545
N3 -1.755216 0.319048 2.009016
H1 2.120692 3.275747 1.958635
H2 0.914991 3.936006 0.892546
H3 3.304699 4.444459 -0.069521
H4 4.709855 3.785476 -2.024296
H5 4.372692 1.496361 -3.017883
H6 2.632518 0.014841 -1.993015
H7 -2.101263 2.661448 4.359059
H8 -3.716242 0.947435 5.273502
H9 -4.005064 -1.195289 3.984925
H10 -2.723553 -1.486499 1.888880
Cl1 -0.679280 -5.905705 -5.497231
C13 -0.140991 -4.736479 -4.298568
C14 0.372069 -5.184777 -3.075484
C15 0.801788 -4.286659 -2.138600
C16 0.779949 -2.853782 -2.341302
O2 1.239863 -2.074442 -1.474862
C17 0.207163 -2.442519 -3.614701
C18 0.000618 -1.055006 -3.966256
N4 0.305392 -0.074570 -3.214525
C19 0.216914 1.249718 -3.596464
C20 0.843037 1.757329 -4.713058
C21 0.905813 3.151916 -4.934523
C22 0.380360 4.028824 -4.032631
C23 -0.286695 3.544881 -2.873661
C24 -0.816322 4.395563 -1.872887
C25 -1.466239 3.852241 -0.803667
C26 -1.628682 2.446824 -0.767080
N5 -1.134276 1.626263 -1.654439
C27 -0.424862 2.155949 -2.680591
C28 -0.228238 -3.391966 -4.549927
H11 0.425995 -6.249277 -2.876547
H12 1.191975 -4.626103 -1.186349
H13 -0.478282 -0.882806 -4.944812
H14 1.347695 1.078717 -5.390502
H15 1.405990 3.520384 -5.823683
H16 0.466192 5.100251 -4.181037
H17 -0.679340 5.468453 -1.960971
H18 -1.827890 4.432808 0.035426
H19 -2.183633 1.995167 0.047179
H20 -0.648099 -3.043482 -5.488371
I1 0.890923 -2.598375 3.517729

Atomic forces in eV per Å
-0.1 -0.6 -0.2
0.1 -0.1 0.0
-0.1 0.0 0.1
-0.2 0.3 0.1
0.1 0.1 0.0
0.0 0.2 0.1
0.0 0.0 -0.1
-0.1 0.0 0.0
0.0 0.0 0.0
0.0 -0.1 0.0
0.1 0.1 0.0
0.0 0.1 0.0
0.0 -0.1 0.0
0.0 0.0 -0.1
0.0 0.0 0.0
-0.1 0.0 0.0
0.1 0.0 0.0
-0.1 0.0 0.0
0.0 0.0 0.0
0.0 0.0 0.0
0.0 0.0 0.0
0.0 0.0 0.0
0.0 0.0 0.0
0.0 0.0 0.0
0.0 0.0 0.0
0.0 0.0 0.0
0.0 0.0 0.0
0.0 0.0 -0.1
0.0 0.1 -0.1
0.1 0.0 0.1
0.0 0.0 0.0
0.1 0.0 -0.1
-0.1 0.0 -0.1
-0.1 0.1 0.0
0.1 0.0 0.2
0.0 0.2 -0.1
-0.1 -0.2 0.1
0.0 0.1 0.0
0.0 -0.1 0.0
0.0 0.1 0.1
0.0 0.0 -0.1
0.0 0.0 0.1
0.0 -0.1 -0.1
0.0 0.0 0.1
0.0 0.0 0.0
0.0 0.0 -0.1
0.0 -0.1 0.0
0.0 0.0 0.0
0.0 0.0 0.0
0.0 0.0 0.0
0.0 0.0 0.0
0.0 0.0 0.0
0.0 0.0 0.0
0.0 0.0 0.0
0.0 0.1 -0.1
0.0 0.0 0.0
0.0 0.0 0.0
0.0 -0.1 0.1

---

Entry 4:
Entry from the OMol25 dataset: C28H20CuF12N6O16S4 as an isolated structure (ωB97M-V/def2-TZVPD).

Summary:
LUMO level (alpha / beta) = 1.62 / -0.93 eV
Multiplicity = 3
Orbital gap (alpha / beta) = 7.134 / 5.448 eV
Energy above the lowest of the compared OMol25 structures with the same formula, charge and spin = 0.248 eV
Maximum force = 6.56 eV Å⁻¹
E_tot = -7042.4526 a.u.
Total charge = -1

Positions of all 87 atoms, in Å:
Cu1 1.236166 0.224217 0.349993
C1 5.330939 -0.707493 -1.296365
F1 6.167198 -1.497086 -1.969988
F2 6.060448 -0.249572 -0.230515
F3 4.984609 0.297088 -2.074611
S1 3.725033 -1.665925 -0.702135
O1 2.809408 -1.540298 -1.841697
O2 4.013456 -3.082125 -0.411008
N1 3.038413 -0.728373 0.675073
S2 3.609319 -1.500850 1.854714
O3 2.536184 -2.400508 2.341598
O4 5.011081 -1.961486 1.803027
C2 3.708538 -0.069153 3.176596
F4 4.850294 0.512845 2.965331
F5 2.659900 0.761400 2.945180
F6 3.596455 -0.681968 4.384358
C3 4.090652 3.372887 0.466308
F7 3.669082 3.165052 1.710480
F8 4.342228 4.637435 0.238758
F9 5.153105 2.610681 0.328308
S3 2.588519 2.838449 -0.592838
O5 2.397865 3.989922 -1.479566
O6 2.920232 1.577962 -1.251829
N2 1.244121 2.294197 0.469691
S4 0.561556 3.645419 0.739682
O7 1.391900 4.779248 1.097443
O8 -0.433700 3.945594 -0.237687
C4 -0.370334 3.415250 2.388210
F10 0.503043 3.061631 3.323338
F11 -1.069924 4.508394 2.734149
F12 -1.217182 2.408490 2.165573
C5 -6.189696 1.765152 -0.435309
C6 -6.230655 0.580036 0.243731
C7 -4.996410 0.035297 0.765264
C8 -3.757191 0.615675 0.480490
C9 -3.770788 1.817604 -0.239507
C10 -4.978730 2.441298 -0.601690
N3 -2.551930 -0.011944 0.940300
O9 -1.543967 0.281002 0.344148
O10 -2.554241 -0.778243 1.859561
H1 -7.085789 2.270948 -0.763304
H2 -7.148294 0.045377 0.439848
H3 -5.050089 -0.890494 1.318830
H4 -2.858335 2.351065 -0.461409
H5 -5.181167 3.332807 -1.176694
C11 -0.474989 -5.387256 -4.283463
C12 0.660888 -4.669336 -3.846019
C13 0.613970 -3.761600 -2.781613
C14 -0.647399 -3.532775 -2.164003
C15 -1.751785 -4.272438 -2.569390
C16 -1.698338 -5.213783 -3.626621
N4 -0.744376 -2.561458 -1.002769
O11 -1.816343 -2.526970 -0.428205
O12 0.246655 -1.938034 -0.771601
H6 -0.210357 -6.155883 -4.994497
H7 1.498566 -5.087250 -4.384573
H8 1.531988 -3.280918 -2.477343
H9 -2.712657 -4.056275 -2.126228
H10 -2.572859 -5.776380 -3.918331
C17 -0.296695 4.901913 -4.818310
C18 0.747258 4.221877 -4.292737
C19 0.687263 2.981147 -3.678229
C20 -0.576067 2.392685 -3.543019
C21 -1.680703 3.038466 -4.035336
C22 -1.579020 4.296200 -4.658135
N5 -0.751115 1.105243 -2.862687
O13 0.064999 0.713969 -2.039367
O14 -1.776580 0.414420 -2.976862
H11 -0.119524 5.816669 -5.364418
H12 1.777278 4.505507 -4.450879
H13 1.542220 2.562334 -3.168276
H14 -2.602506 2.480910 -3.959166
H15 -2.474046 4.775476 -5.026420
C23 -1.066454 -4.248851 5.782913
C24 -0.434512 -4.203451 4.505336
C25 -0.224620 -3.015970 3.814695
C26 -0.610144 -1.769585 4.343948
C27 -1.244870 -1.820578 5.599524
C28 -1.457318 -2.992821 6.311857
N6 -0.250249 -0.524883 3.678573
O15 -0.642810 0.560279 4.175490
O16 0.272839 -0.576107 2.538461
H16 -1.256804 -5.170636 6.312513
H17 -0.114719 -5.167713 4.138807
H18 0.198430 -3.008393 2.821027
H19 -1.398548 -0.892889 6.130728
H20 -1.867270 -2.971763 7.310800

Atomic forces in eV per Å
-0.1 0.0 0.0
0.9 0.2 1.5
-0.7 -0.4 -0.1
-1.2 -0.2 -1.0
0.1 -0.3 0.3
-2.2 -1.3 -1.7
1.4 0.9 1.5
0.2 2.7 -0.1
1.6 -0.4 -5.7
0.2 -2.4 6.1
2.1 0.9 -0.2
-2.2 0.8 -0.1
-1.9 -3.0 -2.0
0.5 1.0 0.9
1.1 -0.1 1.0
0.4 1.4 -0.7
-1.8 -0.9 1.1
0.2 0.6 0.6
0.4 0.0 0.0
0.3 0.1 -1.0
-0.1 -1.7 -2.2
-0.2 -1.4 1.6
0.0 1.4 0.9
3.8 0.3 -1.7
-2.7 3.9 2.4
0.7 -0.8 -0.1
-1.1 -0.2 -0.6
0.7 -0.6 -1.9
-0.4 0.4 0.3
0.6 -0.6 0.0
-0.6 -0.1 0.5
0.2 0.5 0.5
2.0 -1.2 1.2
-1.1 0.1 -0.8
-3.0 0.8 -0.4
0.0 1.2 -0.1
-0.5 -1.6 -0.3
1.3 0.3 -0.6
0.7 0.6 -0.8
-1.0 -0.8 1.2
-0.2 -0.2 -0.1
0.0 0.0 0.0
0.2 0.0 0.1
0.3 -0.2 0.1
1.4 0.5 0.1
0.3 0.6 1.5
-1.4 -0.9 0.0
-0.6 -0.2 -0.4
1.2 -0.8 -0.7
-0.5 0.1 -0.6
1.1 0.7 0.2
-0.9 -1.6 -1.5
0.3 0.3 0.1
0.5 0.6 0.7
-0.8 -0.1 -0.3
0.9 1.0 0.5
-0.2 0.3 0.3
0.0 -0.1 0.3
-0.1 0.1 0.1
-2.3 -0.8 0.0
2.5 -1.2 0.0
-1.5 -0.6 1.1
1.3 0.5 -0.3
-0.7 0.5 -0.7
0.9 -0.2 0.2
-0.9 -2.4 2.4
1.0 1.4 -1.0
0.1 1.6 -1.4
-0.3 0.1 0.1
0.0 0.8 0.1
0.1 -0.2 -0.4
-0.3 0.3 0.0
0.0 0.0 -0.1
0.2 2.2 -1.2
-0.8 -0.4 1.6
-0.2 0.5 -0.5
0.0 -1.1 0.5
0.7 1.1 0.2
0.5 -1.5 -0.7
-1.0 -4.5 3.4
-0.6 2.4 0.4
1.0 0.6 -2.8
0.1 0.0 0.0
0.2 0.2 -0.6
0.3 -0.2 0.1
-0.4 0.2 -0.1
-0.2 0.3 0.0